[1]
Computed, not measured: C36H56AsMnN4O3Si as an isolated structure, with the ωB97M-V functional and the def2-TZVPD basis.

The geometry in ORCA input format:
```
! wB97M-V def2-TZVPD RIJCOSX def2/J DEFGRID3
* xyz 2 5
Mn -0.79 -0.70 -1.40
C -1.58 -2.03 -4.02
C -1.47 -3.01 -2.84
N -1.93 -2.36 -1.59
C -3.40 -2.10 -1.54
C -3.67 -0.82 -0.78
N -2.67 0.21 -1.15
C -2.93 1.00 -2.38
C -2.67 0.20 -3.65
N -1.42 -0.62 -3.57
H -2.53 -2.14 -4.54
H -0.80 -2.27 -4.75
H -0.43 -3.29 -2.67
H -2.04 -3.92 -3.03
H -1.68 -2.98 -0.81
H -3.90 -2.95 -1.06
H -3.77 -2.04 -2.56
H -3.56 -1.00 0.29
H -4.69 -0.47 -0.95
H -2.57 0.90 -0.40
H -2.27 1.86 -2.32
H -3.96 1.37 -2.39
H -2.61 0.89 -4.49
H -3.50 -0.46 -3.86
H -0.71 -0.17 -4.14
C -4.41 3.43 1.42
As -2.53 3.23 0.87
C -1.94 2.16 2.40
C -1.92 5.00 1.51
C -0.45 5.25 1.33
C 0.47 4.86 2.31
C 1.82 5.08 2.14
C 2.29 5.70 0.99
C 1.39 6.10 0.01
C 0.03 5.87 0.18
H -4.49 3.78 2.45
H -4.92 2.47 1.34
H -4.91 4.14 0.76
H -2.20 2.65 3.34
H -0.86 2.00 2.36
H -2.43 1.19 2.38
H -2.20 5.07 2.56
H -2.50 5.75 0.96
H 0.11 4.40 3.22
H 2.52 4.80 2.92
H 3.35 5.94 0.89
H 1.73 6.63 -0.87
H -0.67 6.20 -0.58
O 0.63 2.82 -0.14
C 0.77 1.96 -0.99
O -0.09 1.04 -1.23
C 2.06 1.98 -1.83
N 2.82 3.20 -1.38
C 4.14 2.76 -0.79
C 3.87 1.31 -0.40
C 2.99 0.80 -1.54
H 1.79 2.08 -2.88
H 2.21 3.64 -0.65
H 2.95 3.88 -2.13
H 4.39 3.42 0.03
H 4.89 2.84 -1.57
H 3.35 1.27 0.55
H 4.80 0.75 -0.30
H 2.42 -0.09 -1.29
H 3.59 0.58 -2.42
C 2.44 -4.19 -1.45
C 2.56 -3.61 -0.03
C 3.77 -2.67 0.00
C 2.78 -4.74 0.98
Si 1.03 -2.61 0.44
O 0.63 -1.65 -0.87
C -0.51 -3.64 0.83
C -0.80 -4.89 0.26
C -2.02 -5.51 0.45
C -3.00 -4.90 1.23
C -2.74 -3.67 1.82
C -1.51 -3.05 1.62
C 1.30 -1.51 1.93
C 1.51 -2.05 3.20
C 1.72 -1.23 4.30
C 1.73 0.15 4.15
C 1.52 0.71 2.90
C 1.30 -0.12 1.80
H 3.39 -4.64 -1.74
H 2.21 -3.41 -2.18
H 1.68 -4.96 -1.53
H 4.68 -3.24 -0.19
H 3.88 -2.17 0.96
H 3.70 -1.90 -0.78
H 3.67 -5.32 0.70
H 1.94 -5.43 1.03
H 2.97 -4.35 1.98
H -0.05 -5.39 -0.34
H -2.21 -6.49 0.02
H -3.95 -5.40 1.39
H -3.49 -3.21 2.45
H -1.32 -2.10 2.11
H 1.48 -3.12 3.35
H 1.88 -1.66 5.28
H 1.90 0.79 5.01
H 1.51 1.78 2.77
H 1.12 0.32 0.83
*
```

## Properties
* Kohn-Sham gap (alpha / beta): 6.55 / 7.34 eV
* E_LUMO (alpha / beta): -6.3 / -5.5 eV
* relative energy (zero: lowest compared OMol25 entry of this formula, charge and spin): 66.5 kJ/mol
* energy: -5526.0690 hartree
* E_HOMO (alpha / beta): -12.87 / -12.87 eV



[2]
Computed, not measured: C36H56BrFeN4OSeSi5 as an isolated structure in a non-equilibrium geometry, with the ωB97M-V functional and the def2-TZVPD basis.

The geometry in ORCA input format:
```
! wB97M-V def2-TZVPD RIJCOSX def2/J DEFGRID3
* xyz 0 2
Fe 0.98 -0.01 0.05
Se 4.57 -2.19 -6.87
N 2.88 -1.82 -6.46
C 2.83 -1.69 -5.16
C 1.61 -1.37 -4.43
C 0.36 -1.31 -5.05
C -0.73 -0.98 -4.30
C -0.52 -0.60 -2.98
N 0.64 -0.64 -2.36
C 1.70 -1.10 -3.06
C 2.94 -1.40 -2.33
N 2.86 -1.36 -0.99
C 3.88 -1.84 -0.30
C 5.08 -2.27 -0.88
C 5.19 -2.23 -2.25
C 4.09 -1.82 -3.00
C 4.07 -1.88 -4.45
N 5.11 -2.15 -5.18
H 0.29 -1.54 -6.11
H -1.72 -0.96 -4.72
H -1.35 -0.23 -2.40
H 3.75 -1.89 0.77
H 5.88 -2.62 -0.25
H 6.09 -2.54 -2.76
C -0.22 4.34 -1.92
Si -1.24 2.77 -2.17
C -2.98 3.37 -2.57
C -0.56 2.18 -3.82
Si -1.56 1.31 -0.24
Si -2.76 2.75 1.25
C -2.07 4.51 1.27
C -4.53 2.90 0.61
C -3.05 2.38 3.08
Si -2.96 -0.64 -0.43
C -3.48 -1.12 1.31
C -2.43 -2.23 -1.29
C -4.51 -0.08 -1.37
H -0.39 4.99 -2.78
H 0.85 4.13 -1.88
H -0.48 4.91 -1.03
H -3.00 3.88 -3.54
H -3.35 4.08 -1.82
H -3.70 2.55 -2.63
H -0.42 3.05 -4.47
H -1.24 1.49 -4.33
H 0.41 1.68 -3.73
H -2.05 4.95 0.27
H -1.06 4.55 1.68
H -2.70 5.15 1.90
H -4.59 2.96 -0.48
H -5.01 3.80 1.02
H -5.13 2.04 0.93
H -2.16 2.51 3.68
H -3.43 1.37 3.25
H -3.81 3.08 3.45
H -2.63 -1.56 1.84
H -4.28 -1.87 1.26
H -3.85 -0.27 1.89
H -1.39 -2.48 -1.05
H -2.53 -2.18 -2.37
H -3.05 -3.05 -0.92
H -5.02 0.74 -0.87
H -5.22 -0.91 -1.46
H -4.27 0.25 -2.39
Br 6.23 0.72 4.32
C 4.78 0.51 3.10
C 4.78 1.22 1.92
C 3.71 1.06 1.04
C 2.63 0.22 1.33
C 2.68 -0.49 2.53
C 3.74 -0.35 3.42
H 5.60 1.88 1.67
H 3.74 1.62 0.11
H 1.88 -1.18 2.78
H 3.76 -0.91 4.35
C -2.23 -4.84 1.72
Si -0.44 -4.35 1.96
C -0.07 -4.26 3.80
C 0.65 -5.63 1.14
C -0.12 -2.70 1.25
C 0.17 -1.61 0.80
H -2.40 -5.87 2.06
H -2.52 -4.80 0.67
H -2.91 -4.19 2.28
H -0.27 -5.22 4.29
H -0.68 -3.50 4.29
H 0.98 -4.01 3.97
H 0.47 -6.62 1.55
H 1.71 -5.40 1.29
H 0.47 -5.67 0.07
C -0.60 0.06 3.65
C 0.30 1.26 3.59
O 0.45 1.74 2.25
C 1.29 2.88 2.24
C 1.41 3.39 0.82
H -0.71 -0.24 4.69
H -0.18 -0.76 3.07
H -1.58 0.28 3.24
H 1.29 1.01 3.99
H -0.09 2.08 4.20
H 2.27 2.62 2.64
H 0.85 3.65 2.89
H 1.67 2.55 0.16
H 2.19 4.14 0.76
H 0.47 3.81 0.49
*
```

## Properties
* Kohn-Sham gap (alpha / beta): 6.11 / 6.24 eV
* E_LUMO (alpha / beta): -1.0 / -1.0 eV
* energy: -9386.1845 hartree
* E_HOMO (alpha / beta): -7.12 / -7.25 eV